The following is a quantum chemistry calculation of a structure of composition C23H28BCl2GaN6O2S2 at a distorted geometry, from the OMol25 dataset.

Its charge is +2. As for the total energy: -5038.34131 a.u. As for the spin multiplicity: 1. For the max |F|, the calculation gives 2.392 eV/Å. The HOMO energy is -0.516 Ha.

Each line ends with the natural charge from an NBO analysis.
Cartesian coordinates (Å):
N (18.117, -14.169, 9.277)  -0.494
H (12.284, -7.607, 10.141)  0.235
C (20.137, -11.713, 9.744)  0.297
Cl (18.878, -7.065, 12.100)  -0.034
H (21.209, -7.604, 12.325)  0.225
H (15.742, -11.125, 6.313)  0.236
H (16.479, -6.399, 7.443)  0.255
C (18.923, -15.242, 8.895)  -0.032
H (22.958, -12.093, 11.213)  0.254
O (13.999, -6.547, 4.827)  -0.555
H (16.321, -12.201, 12.527)  0.282
C (16.097, -15.586, 6.656)  -0.413
H (17.066, -5.925, 4.252)  0.409
H (16.254, -16.669, 6.466)  0.240
C (18.261, -15.900, 7.916)  -0.054
C (17.017, -14.159, 8.505)  0.298
H (23.274, -10.801, 9.242)  0.238
H (15.153, -9.372, 4.644)  0.256
H (21.965, -10.293, 8.198)  0.242
C (15.714, -7.726, 5.893)  0.010
C (15.568, -10.379, 11.629)  0.677
N (16.055, -5.859, 4.183)  -0.800
N (19.796, -12.725, 10.557)  -0.483
H (20.332, -7.618, 13.876)  0.239
H (19.855, -15.469, 9.393)  0.248
C (15.211, -6.627, 4.906)  0.638
C (13.638, -9.740, 13.029)  -0.124
C (16.498, -8.453, 8.010)  0.072
C (15.830, -10.056, 6.503)  0.079
H (15.657, -5.146, 3.581)  0.433
N (16.265, -9.740, 7.725)  -0.606
H (22.195, -9.515, 9.811)  0.226
H (16.303, -15.050, 5.715)  0.228
H (12.048, -9.022, 14.227)  0.246
H (11.098, -7.629, 12.363)  0.243
H (16.880, -8.205, 8.991)  0.230
N (17.104, -15.155, 7.629)  -0.315
C (22.246, -10.459, 9.255)  -0.421
H (15.100, -15.486, 6.976)  0.238
B (18.357, -13.316, 10.564)  0.275
C (21.921, -12.229, 10.946)  -0.048
H (20.866, -13.787, 12.077)  0.253
C (14.298, -9.741, 11.789)  -0.160
H (18.180, -13.928, 11.576)  -0.003
O (16.116, -10.257, 10.485)  -0.782
C (15.565, -9.083, 5.571)  -0.215
C (12.483, -9.008, 13.227)  -0.214
H (18.577, -16.727, 7.348)  0.249
N (21.423, -11.434, 9.939)  -0.317
C (16.261, -11.121, 12.710)  -0.734
H (15.890, -11.000, 13.726)  0.257
Cl (20.242, -9.661, 12.768)  -0.058
S (19.183, -10.747, 8.669)  -0.192
Ga (17.003, -11.103, 9.040)  1.424
H (17.302, -10.735, 12.599)  0.268
H (14.029, -10.316, 13.885)  0.224
C (20.311, -7.876, 12.824)  -0.360
S (15.765, -12.945, 8.565)  -0.200
C (20.910, -13.049, 11.306)  -0.043
C (12.633, -8.191, 10.958)  -0.211
C (13.788, -8.924, 10.751)  -0.126
H (17.626, -12.345, 10.470)  -0.118
C (16.217, -7.415, 7.142)  -0.226
C (11.971, -8.247, 12.161)  -0.107
H (14.342, -8.834, 9.836)  0.218

Force components x, y, z for each atom (eV/Å):
0.328 -0.237 0.344
-0.420 0.539 -0.339
-0.083 -0.141 0.332
0.668 -0.497 0.150
0.437 0.470 -0.473
-0.183 0.293 -0.163
-0.325 -0.258 -0.100
-0.994 0.192 0.092
-0.188 -0.371 0.295
0.528 -0.058 0.147
-0.126 0.204 -0.331
1.802 -0.807 -1.351
-0.482 -0.006 -0.016
0.001 0.739 0.129
-0.115 1.598 0.177
0.975 0.699 0.335
0.095 -0.137 0.146
-0.270 -0.217 -1.011
-0.198 -0.213 0.692
0.237 0.404 -0.989
-0.321 -0.359 -0.698
0.663 -0.302 0.462
-0.301 0.317 -0.524
0.018 0.138 -0.073
-0.169 0.055 -0.094
-0.843 -0.547 0.100
0.067 -0.512 0.732
-0.284 0.619 0.311
0.138 -0.293 -0.110
0.019 -0.229 0.178
0.807 0.188 0.457
0.038 -0.085 -0.292
-0.434 -0.196 0.320
-0.164 0.141 -0.482
0.069 -0.170 -0.293
0.100 -0.245 0.129
-0.003 -1.456 0.466
0.038 0.943 -0.432
-1.055 0.537 0.608
0.366 0.155 -0.045
0.047 -0.019 -0.508
-0.018 -0.276 0.115
-0.306 0.945 0.173
-0.114 -0.034 -0.044
-0.006 -0.053 0.596
-0.315 0.602 0.588
0.156 0.032 -0.308
-0.020 -0.816 -0.569
0.436 0.034 -0.231
1.282 0.110 -0.219
0.008 0.305 -0.306
-0.206 0.122 -0.204
0.039 0.205 -0.521
-0.214 -0.545 0.124
-0.453 -0.408 0.554
-0.230 0.364 -0.668
-0.981 -0.299 0.522
-0.322 -0.252 -0.369
-0.084 0.040 0.354
0.716 -0.648 -0.584
-0.092 -0.246 0.836
-0.036 -0.164 0.430
0.529 0.100 0.112
-0.221 0.057 1.609
-0.026 -0.051 -0.268

=====

The following is a quantum chemistry calculation of an isolated molecule of C5H13NS, from the OMol25 dataset.

As for the total energy: -651.22360 a.u. As for the spin multiplicity: 1. As for the SMILES: CCNCCCS. For the max |F|, the calculation gives 0.901 eV/Å. The HOMO energy is -0.323 Ha.

Each line ends with the natural charge from an NBO analysis.
Cartesian coordinates (Å):
H (-0.321, -1.461, 0.269)  0.200
H (-1.427, 0.346, -1.010)  0.192
C (-0.293, -0.425, 2.194)  -0.532
S (-1.266, -1.197, 3.515)  -0.039
C (-0.875, -0.667, 0.784)  -0.429
H (1.876, -0.730, -1.967)  0.203
H (0.758, -0.653, 2.313)  0.221
C (0.886, 1.199, -1.670)  -0.217
H (-0.535, -2.306, 3.664)  0.119
N (0.425, 1.186, -0.283)  -0.626
H (-1.883, -1.055, 0.919)  0.222
C (-0.901, 0.586, -0.081)  -0.224
H (1.846, 1.723, -1.638)  0.195
C (1.014, -0.163, -2.311)  -0.637
H (0.220, 1.845, -2.226)  0.187
H (-1.522, 1.328, 0.414)  0.183
H (-0.377, 0.645, 2.400)  0.221
H (1.138, -0.102, -3.392)  0.213
H (0.125, -0.786, -2.165)  0.203
H (1.111, 0.688, 0.271)  0.343

Force components x, y, z for each atom (eV/Å):
0.035 0.057 0.068
0.352 0.095 -0.169
-0.565 0.655 -0.251
0.175 -0.115 0.199
0.329 -0.386 0.109
0.094 0.018 0.352
0.152 -0.255 -0.058
0.324 0.303 0.686
-0.016 -0.079 -0.040
-0.180 -0.332 -0.239
-0.143 0.112 -0.111
-0.003 -0.003 0.388
0.021 -0.128 -0.282
-0.106 -0.550 -0.654
-0.290 0.085 -0.273
-0.255 0.150 0.167
0.008 0.007 0.068
0.019 0.211 -0.153
0.066 0.158 0.131
-0.018 -0.003 0.060

=====

The following is a quantum chemistry calculation of an isolated molecule of C21H24N2O4, from the OMol25 dataset.

As for the total energy: -1225.07956 a.u. As for the spin multiplicity: 1. As for the SMILES: CCCCCOc1ccc(N2C(=O)C[C@H](N(O)c3ccccc3)C2=O)cc1. For the max |F|, the calculation gives 0.907 eV/Å. The HOMO energy is -0.301 Ha.

Each line ends with the natural charge from an NBO analysis.
Cartesian coordinates (Å):
O (2.409, -1.783, 2.751)  -0.550
C (0.680, -3.403, 2.192)  -0.533
C (1.866, 2.262, 1.891)  -0.243
C (-0.696, -3.127, 1.578)  -0.156
C (-2.180, -8.014, 1.399)  -0.250
H (-1.496, 5.398, -2.817)  0.196
O (-0.450, -3.852, -0.655)  -0.572
C (0.585, 5.828, -2.483)  -0.393
N (-1.148, -4.046, 0.562)  -0.153
H (-1.195, 6.936, -2.011)  0.195
H (-1.481, -3.066, 2.340)  0.241
H (-0.292, 7.878, -4.139)  0.201
H (1.534, 0.600, 3.187)  0.231
H (0.621, -0.016, -0.940)  0.227
C (-0.923, 6.991, -4.142)  -0.600
H (-1.029, -3.305, -1.209)  0.487
H (1.250, -4.078, 1.548)  0.260
O (2.217, 4.042, 0.433)  -0.489
C (-0.841, 6.272, -2.801)  -0.386
H (2.501, 4.038, -1.622)  0.169
H (-2.467, -9.033, 1.607)  0.213
H (-1.889, -8.341, -0.697)  0.214
H (-1.945, 7.298, -4.350)  0.210
H (-1.229, -6.028, -1.161)  0.229
C (-1.488, -6.321, -0.157)  -0.281
H (1.288, 2.264, -1.451)  0.219
C (0.671, 5.112, -1.139)  -0.424
C (1.026, 0.148, 1.154)  0.160
C (-1.856, -7.624, 0.111)  -0.182
H (0.328, 5.775, -0.342)  0.207
C (1.378, -2.062, 2.207)  0.710
H (-0.590, 6.339, -4.947)  0.200
H (1.241, 6.701, -2.471)  0.195
H (0.016, 4.238, -1.143)  0.206
H (0.652, -3.837, 3.190)  0.247
C (2.104, 4.678, -0.824)  -0.056
H (-2.373, -7.370, 3.430)  0.214
C (-1.753, -5.774, 2.165)  -0.301
C (-1.432, -5.375, 0.867)  0.226
C (1.347, 1.924, -0.430)  -0.312
O (-1.336, -1.193, 0.229)  -0.570
C (1.801, 2.760, 0.587)  0.321
H (2.747, 5.559, -0.742)  0.194
C (0.969, 0.624, -0.146)  -0.183
H (0.939, 5.161, -3.274)  0.193
C (-0.555, -1.727, 0.971)  0.719
N (0.617, -1.184, 1.443)  -0.501
H (-1.720, -5.075, 2.985)  0.207
C (-2.127, -7.080, 2.419)  -0.183
C (1.479, 0.972, 2.177)  -0.201
H (2.225, 2.916, 2.669)  0.226

Force components x, y, z for each atom (eV/Å):
0.114 0.032 0.059
-0.065 -0.118 0.056
-0.002 0.160 -0.170
0.151 -0.198 -0.177
-0.059 -0.142 0.083
-0.044 -0.015 0.086
0.189 -0.295 0.336
-0.295 -0.117 0.302
-0.363 0.746 -0.367
-0.056 -0.044 0.069
0.114 0.042 -0.068
0.058 0.110 -0.056
0.015 -0.028 0.077
-0.037 -0.041 -0.047
-0.111 -0.092 0.217
-0.103 -0.061 0.340
0.007 0.051 0.027
0.046 -0.126 0.267
0.273 0.061 -0.215
0.018 0.039 0.065
-0.026 -0.084 0.023
0.001 -0.049 -0.070
-0.069 0.070 -0.108
-0.005 0.031 -0.021
0.131 0.061 -0.171
-0.008 0.080 -0.082
0.386 -0.069 -0.064
0.070 0.283 -0.146
0.002 0.007 0.080
-0.029 -0.019 0.047
0.009 -0.444 0.105
0.031 -0.031 -0.128
0.077 0.045 -0.072
-0.045 0.008 0.034
0.045 0.054 -0.023
-0.293 0.213 -0.275
-0.018 -0.010 0.076
0.098 0.204 0.046
-0.018 -0.213 -0.285
0.124 0.312 -0.085
-0.050 0.010 -0.034
-0.031 -0.244 0.177
-0.044 -0.123 -0.083
0.031 -0.171 0.248
0.067 0.012 -0.083
-0.394 -0.357 0.050
0.136 0.430 -0.061
0.015 0.090 0.079
-0.011 -0.111 -0.028
-0.076 -0.026 -0.128
0.043 0.076 0.098